The following is a DFT calculation (wB97M-V/def2-TZVPD) of an isolated molecule of C25H27N3O4 at a distorted geometry.

Geometry as XYZ:
```
59
Properties=species:S:1:pos:R:3:forces:R:3
O -2.501 1.874 -1.446 -0.1 -0.2 -0.2
O 2.183 -7.501 -0.771 0.0 0.0 0.0
O -0.420 -3.363 -2.046 -0.1 0.1 -0.1
O 0.273 -1.035 0.599 0.2 -0.8 -0.2
N -0.216 0.219 0.707 -0.6 1.0 0.1
N -0.859 5.373 2.735 0.1 -0.1 0.0
N -1.353 2.666 0.345 0.0 0.0 0.1
C -0.893 -4.939 -3.706 0.1 0.1 0.1
C 0.716 -6.852 -2.495 -0.3 0.5 -0.2
C 1.597 -7.816 -1.782 0.1 -0.4 0.0
C 2.837 3.404 0.949 0.0 0.1 -0.1
C 1.261 4.031 2.665 0.0 0.0 0.1
C 2.696 2.070 1.292 0.1 -0.1 0.0
C -1.836 4.299 2.859 -0.3 0.1 0.3
C 0.217 -2.991 -0.849 0.3 -0.1 0.4
C -0.834 5.062 0.237 0.0 0.2 0.1
C -0.221 -4.625 -2.523 0.0 -0.3 -0.1
C 1.152 2.690 3.019 0.1 0.0 0.1
C -0.194 -1.595 -0.531 -0.7 0.6 -0.7
C -0.758 -6.191 -4.269 -0.1 0.2 0.0
C -1.935 3.992 0.361 -0.3 0.1 -0.1
C 1.860 1.715 2.336 0.1 0.0 0.0
C -2.752 4.196 1.643 0.2 -0.1 0.0
C 0.581 -5.583 -1.926 0.0 0.2 0.1
C -1.694 1.723 -0.550 0.1 0.4 0.4
C 0.041 -7.153 -3.674 0.2 -0.1 0.3
C 2.126 4.375 1.631 0.1 0.0 0.1
C 0.427 5.088 3.352 -0.1 0.1 0.0
C -0.834 6.015 1.441 -0.1 0.1 -0.3
C -1.000 -0.705 -1.179 0.4 -0.4 0.4
C 1.724 -9.198 -2.372 0.2 0.0 0.3
C -0.974 0.438 -0.340 0.4 -1.0 0.1
H 2.146 -9.138 -3.373 0.0 0.0 -0.1
H 0.132 4.561 0.166 -0.1 0.1 -0.1
H 0.747 -9.672 -2.433 -0.1 -0.1 -0.1
H 0.983 6.030 3.384 0.0 -0.1 0.1
H 3.505 3.690 0.149 0.1 0.0 -0.1
H -1.339 3.331 2.994 -0.1 0.0 0.0
H 2.250 5.415 1.364 0.0 0.1 0.0
H -1.716 6.664 1.379 0.1 0.1 -0.1
H 1.125 -5.396 -1.013 0.0 0.0 0.1
H -0.077 -3.654 -0.020 0.1 0.1 -0.1
H 1.758 0.680 2.620 0.0 -0.1 0.0
H -1.514 -4.183 -4.160 -0.1 0.1 -0.1
H -3.430 3.352 1.775 0.0 0.1 0.0
H 0.131 -8.124 -4.132 0.0 -0.1 0.0
H -1.283 -6.421 -5.184 0.0 0.0 -0.1
H 0.527 2.404 3.853 -0.1 0.0 0.1
H -1.530 -0.826 -2.098 -0.1 -0.1 -0.2
H -3.355 5.099 1.546 -0.1 0.0 0.0
H 3.248 1.311 0.758 0.0 -0.1 0.0
H -0.662 2.428 1.044 0.1 0.0 0.0
H 0.221 4.782 4.383 0.1 0.0 0.0
H -2.606 4.020 -0.503 0.1 0.0 0.2
H -0.972 5.646 -0.673 0.0 0.0 -0.1
H 0.044 6.662 1.396 0.0 0.1 0.0
H -2.439 4.488 3.758 0.0 -0.2 -0.1
H 2.377 -9.796 -1.742 0.0 0.0 0.0
H 1.312 -3.037 -0.952 -0.2 -0.1 0.0
```
Positions in Å, forces in eV/Å.

Its net charge is 0. Its structure (SMILES) is CC(=O)c1cccc(OCc2cc(C(=O)NC3CCN(Cc4ccccc4)CC3)no2)c1. As for the energy relative to the best compared isomer or geometry (same formula, charge and spin): 70.3 kcal/mol. Its gap between HOMO and LUMO is 8.170 eV. The LUMO energy is 0.1 eV.

For reference, the Mulliken charges in units of e are: number 1, O, carries -0.74; number 2, O, carries -0.60; number 3, O, carries -0.24; number 4, O, carries -0.26; number 5, N, carries -0.22; number 6, N, carries 0.22; number 7, N, carries 0.17; number 8, C, carries -0.62; number 9, C, carries -0.05; number 10, C, carries 0.90; number 11, C, carries -0.56; number 12, C, carries 0.99; number 13, C, carries -0.48; number 14, C, carries -0.34; number 15, C, carries -0.26; number 16, C, carries -0.63; number 17, C, carries 0.41; number 18, C, carries -0.27; number 19, C, carries 0.15; number 20, C, carries -0.79; number 21, C, carries 0.10; number 22, C, carries -0.53; number 23, C, carries -1.38; number 24, C, carries 0.03; number 25, C, carries 0.15; number 26, C, carries -0.58; number 27, C, carries -0.35; number 28, C, carries -1.89; number 29, C, carries -1.03; number 30, C, carries -0.36; number 31, C, carries -1.42; number 32, C, carries 0.16; number 33, H, carries 0.36; number 34, H, carries 0.26; number 35, H, carries 0.37; number 36, H, carries 0.49; number 37, H, carries 0.41; number 38, H, carries 0.13; number 39, H, carries 0.41; number 40, H, carries 0.39; number 41, H, carries 0.57; number 42, H, carries 0.38; number 43, H, carries 0.39; number 44, H, carries 0.45; number 45, H, carries 0.43; number 46, H, carries 0.36; number 47, H, carries 0.37; number 48, H, carries 0.37; number 49, H, carries 0.57; number 50, H, carries 0.37; number 51, H, carries 0.41; number 52, H, carries -0.02; number 53, H, carries 0.42; number 54, H, carries 0.56; number 55, H, carries 0.32; number 56, H, carries 0.45; number 57, H, carries 0.37; number 58, H, carries 0.35; number 59, H, carries 0.38

---

The following is a DFT calculation (wB97M-V/def2-TZVPD) of a structure of composition C25H27N4O7ReS2.

Geometry as XYZ:
```
66
Properties=species:S:1:pos:R:3:forces:R:3
Re 0.585 -0.809 -0.208 -0.4 -0.2 -0.4
S 2.606 0.117 0.429 0.2 0.1 0.0
S 2.737 2.144 2.673 -0.2 -0.1 0.1
O -1.995 0.009 0.590 0.0 0.1 0.3
O -0.208 2.591 -2.386 0.0 -0.2 0.1
O 1.271 1.118 -6.446 0.1 0.0 0.0
O 0.058 1.091 -0.746 -0.2 0.1 0.1
O 1.016 -2.695 -0.064 0.3 -0.2 0.0
O -1.434 -2.027 -1.036 0.1 0.2 0.2
O 0.382 2.589 -5.039 0.1 -0.1 -0.1
N 0.870 0.322 2.471 0.1 -0.1 0.0
N 1.535 -1.485 -3.229 0.2 0.0 -0.1
N 0.456 -0.859 1.838 -0.2 0.1 0.1
N 1.003 -0.699 -2.286 -0.1 0.1 -0.1
C -2.788 -1.924 -0.579 -0.1 0.0 0.2
C 0.292 -4.879 0.322 -0.1 0.2 0.2
C 0.401 -3.552 0.755 -0.2 -0.1 0.2
C -1.326 -2.962 -2.104 0.1 -0.1 -0.1
C -0.964 -5.437 2.295 0.0 0.1 0.1
C -0.391 -5.806 1.080 0.0 0.0 0.0
C 0.134 -1.638 4.088 0.0 0.0 0.0
C -0.117 -3.173 2.022 0.1 -0.1 -0.1
C 2.990 3.326 1.303 0.2 -0.1 0.0
C 0.706 0.458 -2.878 0.0 0.1 -0.1
C -0.353 5.035 0.860 0.0 0.0 0.0
C -0.800 -4.151 2.764 0.0 -0.2 -0.1
C 1.931 4.381 1.241 -0.1 0.1 0.0
C -2.687 1.055 -0.090 0.0 0.1 0.1
C 0.125 1.499 -1.970 0.2 0.1 -0.2
C -0.016 6.362 1.085 0.0 0.0 0.0
C 0.612 4.049 0.938 0.2 0.1 0.0
C 1.048 0.416 -4.232 0.1 -0.1 0.1
C -2.771 -1.158 0.732 0.0 -0.1 -0.2
C 2.261 5.710 1.474 0.0 -0.1 0.0
C 0.917 1.417 -5.341 -0.2 0.1 0.0
C 1.293 6.698 1.396 -0.1 0.0 0.0
C 1.589 -0.849 -4.409 -0.1 0.1 0.2
C 1.899 0.824 1.887 0.1 0.3 0.1
C 0.137 -1.853 2.610 0.0 -0.3 -0.1
H 1.894 -2.395 -2.982 0.0 0.0 0.0
H 1.562 7.728 1.581 0.0 0.1 0.0
H -0.200 -2.511 4.637 0.0 0.0 0.0
H -3.190 -2.931 -0.420 0.0 0.1 0.0
H -3.789 -0.921 1.062 0.0 -0.1 -0.1
H -2.116 1.968 0.051 0.0 0.0 0.0
H 3.060 2.752 0.380 0.0 0.0 0.0
H 3.281 5.976 1.713 0.1 0.0 0.0
H -1.223 -3.891 3.724 0.0 0.0 0.0
H -1.817 -2.573 -3.001 0.0 0.0 0.0
H 1.997 -1.303 -5.293 0.0 0.0 -0.1
H -3.687 1.172 0.337 0.0 0.0 0.0
H -1.375 4.772 0.622 0.0 0.0 0.0
H -3.389 -1.432 -1.351 0.0 0.0 0.1
H -1.513 -6.159 2.881 0.0 0.0 0.0
H -1.779 -3.913 -1.816 0.0 0.1 0.0
H 0.124 2.670 -4.091 0.0 0.0 0.0
H -0.477 -6.824 0.729 0.0 0.0 0.0
H 0.346 3.019 0.758 0.0 -0.1 0.0
H -0.476 -0.769 4.334 0.0 0.0 0.0
H -0.771 7.132 1.012 0.0 0.0 0.0
H 0.751 -5.151 -0.616 0.0 0.0 -0.1
H 1.150 -1.398 4.409 0.0 0.0 0.0
H -2.296 -1.762 1.505 0.0 0.0 -0.1
H -0.271 -3.127 -2.295 0.0 0.0 0.0
H 3.970 3.767 1.483 0.0 0.0 0.0
H -2.772 0.848 -1.159 0.0 0.0 0.0
```
Positions in Å, forces in eV/Å.

Its net charge is +1. Its expectation value of S² is 3.77. Its gap between HOMO and LUMO (alpha / beta) is 7.571 / 6.144 eV. The LUMO energy (alpha / beta) is -3.5 / -4.9 eV. As for the spin multiplicity: 4.

For reference, the Mulliken charges in units of e are: number 1, Re, carries 1.12; number 2, S, carries -0.55; number 3, S, carries -0.08; number 4, O, carries -0.05; number 5, O, carries -0.87; number 6, O, carries -0.55; number 7, O, carries -0.34; number 8, O, carries -0.87; number 9, O, carries 0.10; number 10, O, carries -0.52; number 11, N, carries -1.19; number 12, N, carries -0.45; number 13, N, carries 1.19; number 14, N, carries 0.17; number 15, C, carries -0.76; number 16, C, carries -0.29; number 17, C, carries 0.69; number 18, C, carries -1.02; number 19, C, carries -1.06; number 20, C, carries -0.45; number 21, C, carries -1.66; number 22, C, carries 0.27; number 23, C, carries -0.74; number 24, C, carries -0.47; number 25, C, carries -0.88; number 26, C, carries -1.18; number 27, C, carries 0.48; number 28, C, carries -0.47; number 29, C, carries 1.19; number 30, C, carries -0.48; number 31, C, carries 0.67; number 32, C, carries 0.43; number 33, C, carries -0.62; number 34, C, carries -0.58; number 35, C, carries 0.37; number 36, C, carries -0.66; number 37, C, carries -0.31; number 38, C, carries 0.44; number 39, C, carries 1.52; number 40, H, carries 0.23; number 41, H, carries 0.38; number 42, H, carries 0.43; number 43, H, carries 0.50; number 44, H, carries 0.59; number 45, H, carries -0.16; number 46, H, carries 0.26; number 47, H, carries 0.35; number 48, H, carries 0.44; number 49, H, carries 0.26; number 50, H, carries 0.56; number 51, H, carries 0.35; number 52, H, carries 0.38; number 53, H, carries 0.38; number 54, H, carries 0.44; number 55, H, carries 0.41; number 56, H, carries 0.44; number 57, H, carries 0.43; number 58, H, carries 0.04; number 59, H, carries 0.38; number 60, H, carries 0.40; number 61, H, carries 0.50; number 62, H, carries 0.38; number 63, H, carries 0.02; number 64, H, carries 0.27; number 65, H, carries 0.47; number 66, H, carries 0.30

---

The following is a DFT calculation (wB97M-V/def2-TZVPD) of a structure of composition C25H27N5O11SbV.

Geometry as XYZ:
```
70
Properties=species:S:1:pos:R:3:forces:R:3
Sb 1.877 2.300 -0.794 0.1 0.0 0.0
V -0.697 -0.687 0.219 -0.3 -0.2 -0.1
O -4.758 -4.098 -2.425 -0.1 0.0 0.1
O -8.274 -0.836 -1.367 0.0 0.0 0.0
O 5.972 -3.386 2.135 0.0 0.0 0.0
O -7.661 1.118 -0.695 0.0 0.0 0.0
O -1.261 2.230 -0.485 0.0 0.0 0.0
O 6.025 -4.654 0.394 0.0 0.0 0.0
O 0.700 -0.186 1.604 0.0 -0.1 0.1
O -2.131 0.260 1.173 0.0 0.0 -0.1
O 0.670 -1.731 -0.684 0.0 -0.1 0.1
O -3.333 -4.209 -0.809 -0.1 0.0 0.0
O -2.149 -1.731 -0.635 0.1 0.1 0.0
N -3.972 3.031 1.995 0.0 0.0 0.0
N 5.508 -3.806 1.093 0.0 0.0 0.0
N -2.682 0.784 -0.016 -0.1 0.0 0.0
N -7.435 -0.039 -1.002 0.0 0.0 0.1
N -4.149 -3.624 -1.484 0.2 0.1 -0.1
C 3.620 -2.288 1.390 0.0 0.0 0.0
C -3.380 2.595 -2.443 0.0 0.0 0.0
C 2.465 -3.207 -0.985 0.0 0.0 0.0
C 4.228 -3.251 0.645 0.0 0.0 0.0
C -2.620 2.319 -0.057 0.0 0.0 0.0
C 3.652 -3.720 -0.551 0.0 0.0 0.0
C -3.477 2.903 -1.150 0.0 0.0 0.0
C -4.430 -2.222 -1.152 0.0 -0.1 0.0
C 1.207 4.041 -1.851 0.0 0.0 0.0
C 3.958 2.847 -0.845 0.0 0.0 0.0
C -2.539 1.559 -3.047 0.0 0.0 0.0
C -3.385 -1.374 -0.731 0.0 0.1 0.0
C 1.797 -0.749 1.784 0.0 0.1 0.0
C -6.051 -0.497 -0.917 0.1 0.0 0.0
C -1.704 0.754 -2.387 0.0 0.0 0.0
C -3.785 -0.043 -0.432 0.1 0.0 0.0
C -5.078 0.394 -0.489 0.0 0.0 0.0
C -5.052 3.865 1.525 0.0 0.0 0.0
C -1.431 0.859 -0.921 0.1 0.0 -0.1
C 2.388 -1.753 0.969 0.0 0.0 0.0
C -5.735 -1.795 -1.269 0.0 0.0 0.0
C 1.560 3.098 1.174 0.0 0.0 0.0
C 1.784 -2.206 -0.244 0.1 0.1 0.0
C -4.382 1.840 2.707 0.0 0.0 0.0
C -2.719 3.014 1.299 0.0 0.0 0.0
H -4.912 1.103 2.087 0.0 0.0 0.0
H -1.967 2.547 1.934 0.0 0.0 0.0
H 4.525 2.203 -0.173 0.0 0.0 0.0
H -2.639 1.430 -4.118 0.0 0.0 0.0
H 1.923 4.124 1.222 0.0 0.0 0.0
H -3.510 1.345 3.128 0.0 0.0 0.0
H 0.496 3.071 1.399 0.0 0.0 0.0
H 2.380 -0.429 2.657 0.0 0.0 0.0
H -1.156 -0.010 -2.923 0.0 0.0 0.0
H -5.693 3.407 0.756 0.0 0.0 0.0
H 2.090 2.497 1.912 0.0 0.0 0.0
H 4.083 3.884 -0.536 0.0 0.0 0.0
H -2.391 4.042 1.100 0.0 0.0 0.0
H -6.499 -2.473 -1.619 0.0 0.0 0.0
H -5.051 2.128 3.521 0.0 0.0 0.0
H -5.357 1.402 -0.222 0.0 0.0 0.0
H 0.119 4.057 -1.852 0.0 0.0 0.0
H 4.351 2.723 -1.853 0.0 0.0 0.0
H 4.085 -1.943 2.305 0.0 0.0 0.0
H 4.168 -4.487 -1.110 0.0 0.0 0.0
H -4.654 4.801 1.127 0.0 0.0 0.0
H 2.005 -3.548 -1.902 0.0 0.0 0.0
H 1.564 4.006 -2.879 0.0 0.0 0.0
H -4.167 3.678 -0.847 0.0 0.0 0.0
H -5.701 4.113 2.368 0.0 0.0 0.0
H 1.590 4.939 -1.367 0.0 0.0 0.0
H -4.015 3.143 -3.130 0.0 0.0 0.0
```
Positions in Å, forces in eV/Å.

Its net charge is 0. Its expectation value of S² is 2.02. As for the energy relative to the best compared isomer or geometry (same formula, charge and spin): 31.9 kcal/mol. Its gap between HOMO and LUMO (alpha / beta) is 7.455 / 7.301 eV. The LUMO energy (alpha / beta) is -1.1 / -1.3 eV. As for the spin multiplicity: 3.

For reference, the Mulliken charges in units of e are: number 1, Sb, carries 0.65; number 2, V, carries 0.17; number 3, O, carries -0.60; number 4, O, carries -0.65; number 5, O, carries -0.62; number 6, O, carries -0.64; number 7, O, carries -0.55; number 8, O, carries -0.63; number 9, O, carries -0.46; number 10, O, carries -0.93; number 11, O, carries -0.54; number 12, O, carries -0.55; number 13, O, carries -0.68; number 14, N, carries 0.37; number 15, N, carries 1.03; number 16, N, carries 1.84; number 17, N, carries 1.07; number 18, N, carries 1.02; number 19, C, carries -0.54; number 20, C, carries -0.71; number 21, C, carries -0.71; number 22, C, carries -0.43; number 23, C, carries 1.67; number 24, C, carries -0.39; number 25, C, carries -0.96; number 26, C, carries -0.48; number 27, C, carries -1.23; number 28, C, carries -1.30; number 29, C, carries -0.57; number 30, C, carries 1.14; number 31, C, carries -0.06; number 32, C, carries -1.01; number 33, C, carries -1.21; number 34, C, carries 0.46; number 35, C, carries -0.62; number 36, C, carries -0.95; number 37, C, carries 1.88; number 38, C, carries 0.90; number 39, C, carries -0.89; number 40, C, carries -1.09; number 41, C, carries 0.20; number 42, C, carries -0.81; number 43, C, carries -2.73; number 44, H, carries 0.22; number 45, H, carries 0.63; number 46, H, carries 0.36; number 47, H, carries 0.48; number 48, H, carries 0.50; number 49, H, carries 0.19; number 50, H, carries 0.07; number 51, H, carries 0.39; number 52, H, carries 0.60; number 53, H, carries 0.26; number 54, H, carries 0.36; number 55, H, carries 0.37; number 56, H, carries 0.47; number 57, H, carries 0.60; number 58, H, carries 0.44; number 59, H, carries 0.73; number 60, H, carries 0.20; number 61, H, carries 0.35; number 62, H, carries 0.54; number 63, H, carries 0.51; number 64, H, carries 0.32; number 65, H, carries 0.48; number 66, H, carries 0.40; number 67, H, carries 0.45; number 68, H, carries 0.34; number 69, H, carries 0.42; number 70, H, carries 0.48